C6H8O6V as an isolated structure at a distorted geometry. Source: OMol25; level of theory: ωB97M-V with the def2-TZVPD basis set.

Each line ends with the Löwdin spin population.
Positions of all 21 atoms, in Å:
H 1.0080 -0.3880 -1.6733  0.00
O 4.6668 1.5823 -0.7066  0.04
C 3.8739 0.6584 -0.9864  0.04
O 4.2682 -0.4665 -1.3747  0.02
O 2.5537 0.8945 -0.7630  0.01
V 5.9354 0.3042 -1.2640  2.89
C 1.7323 -0.1778 -0.6392  0.00
C 0.3538 0.0875 -0.3160  0.00
C -0.4649 -0.9550 0.3070  0.00
C -1.9752 -0.8005 0.2471  0.00
O -2.3543 0.3638 0.9712  0.00
C -3.6575 0.6043 1.0625  0.00
O -4.5313 -0.0874 0.6029  0.00
O -3.8310 1.7018 1.7815  0.00
H 2.1972 -1.0848 -0.2233  0.00
H 0.0472 1.1372 -0.2208  0.00
H -0.1237 -0.8489 1.3666  0.00
H -0.1733 -1.9638 -0.0134  0.00
H -2.4378 -1.6858 0.6985  0.00
H -2.3131 -0.7164 -0.7936  0.00
H -4.7744 1.8410 1.9368  0.00

Summary:
⟨S²⟩: 3.756
Charge: +2
Relative energy (zero: lowest compared OMol25 entry of this formula, charge and spin) (kJ/mol): 0.00
DFT total energy (eV): -44303.7542
Gap between HOMO and LUMO (alpha / beta) (eV): 6.77 / 6.77
2S+1: 4
HOMO energy (alpha / beta) (Eh): -0.583 / -0.583

A single C6H8OSi2 molecule at a distorted geometry. Source: OMol25; level of theory: ωB97M-V with the def2-TZVPD basis set.

Each line ends with the natural charge from an NBO analysis.
Positions of all 17 atoms, in Å:
C 2.2736 -0.6781 0.0477  -0.19
C 2.2744 0.6669 -0.0311  -0.19
C 1.1675 -1.6178 0.1243  -0.33
C 1.1685 1.6092 -0.0224  -0.33
C -0.1105 -1.3433 0.0264  -0.32
C -0.1090 1.3152 -0.0323  -0.32
O -2.5539 0.0000 0.1096  -1.26
Si -1.9418 -1.5023 -0.0857  1.43
Si -1.9412 1.5099 0.0306  1.43
H 3.2427 -1.1604 0.0500  0.21
H 3.2458 1.1407 -0.0923  0.21
H 1.4864 -2.6546 0.2648  0.22
H 1.4858 2.6553 -0.0211  0.22
H -2.3268 -1.9463 -1.4271  -0.20
H -2.5246 -2.2844 1.0029  -0.20
H -2.3884 2.1717 1.2546  -0.20
H -2.4486 2.1184 -1.1989  -0.20

Summary:
Relative energy (zero: lowest compared OMol25 entry of this formula, charge and spin) (kJ/mol): 280.44
DFT total energy (eV): -24151.7736
Gap between HOMO and LUMO (alpha / beta) (eV): 8.20 / 8.22
HOMO energy (alpha / beta) (Eh): -0.309 / -0.309

A single C6H8S molecule at a distorted geometry. Source: OMol25; level of theory: ωB97M-V with the def2-TZVPD basis set.

Each line ends with the natural charge from an NBO analysis.
Positions of all 15 atoms, in Å:
C 0.3098 -0.6287 0.9570  0.01
C 0.2621 0.7191 0.8885  0.00
C -0.5457 -1.3054 -0.0234  -0.47
C -0.6623 1.2886 -0.0943  -0.45
C -1.3723 -0.0610 -0.4940  -0.40
C 1.6039 0.1464 0.9925  -0.32
S 2.7227 0.0723 -0.4503  -0.05
H 0.1788 -1.8049 -0.6932  0.22
H -0.9640 -2.1054 0.4992  0.24
H -1.3010 1.9976 0.2307  0.23
H -0.1769 1.7964 -0.9005  0.22
H -1.5553 0.0414 -1.5466  0.21
H -2.2959 -0.2631 0.0590  0.22
H 2.1419 0.1868 1.9354  0.22
H 1.6544 -0.0802 -1.3599  0.12

Summary:
Structure (SMILES): SC1C2=C1CCC2
Relative energy (zero: lowest compared OMol25 entry of this formula, charge and spin) (kJ/mol): 366.25
DFT total energy (eV): -17182.6750
Gap between HOMO and LUMO (eV): 9.56
HOMO energy (Eh): -0.322

A single C6H8S molecule at a distorted geometry. Source: OMol25; level of theory: ωB97M-V with the def2-TZVPD basis set.

Each line ends with the Löwdin spin population.
Positions of all 15 atoms, in Å:
C 0.2797 -1.0581 -0.5102  0.21
C -0.9833 -1.3451 -0.1153  0.48
C -0.4008 0.9148 0.5678  0.63
C 0.6667 0.2904 -0.0553  0.37
C -1.6279 -0.1585 0.6034  0.08
C 2.1018 0.8089 -0.3118  0.04
S -3.1135 0.4378 -0.2043  0.07
H 0.9509 -1.6129 -1.1819  0.00
H -1.4891 -2.3434 -0.3029  0.02
H -0.2317 1.8030 1.2333  0.03
H -1.8350 -0.3178 1.6563  0.02
H 1.9702 1.7726 -0.7338  0.01
H 2.5183 0.3173 -1.1498  0.00
H 2.7958 0.9157 0.4876  0.01
H -2.7876 1.6299 -0.6186  0.01

Summary:
⟨S²⟩: 2.010
Relative energy (zero: lowest compared OMol25 entry of this formula, charge and spin) (kJ/mol): 193.23
DFT total energy (eV): -17182.1967
Gap between HOMO and LUMO (alpha / beta) (eV): 6.60 / 7.10
2S+1: 3
HOMO energy (alpha / beta) (Eh): -0.206 / -0.330

C6H9BF6N4O5S2V as an isolated structure at a distorted geometry. Source: OMol25; level of theory: ωB97M-V with the def2-TZVPD basis set.

Each line ends with the Löwdin spin population.
Positions of all 34 atoms, in Å:
O 0.7771 -2.5854 2.4292  -0.32
V 1.5910 -2.0848 1.1964  1.29
B -2.6137 -2.3397 3.6360  0.00
F -2.9925 -2.3495 2.2626  0.00
F -1.5795 -3.1946 3.6689  0.00
F -2.2958 -0.9682 3.7601  0.00
F -3.6693 -2.6527 4.4214  0.00
N 0.4279 -0.7731 0.1363  0.02
S -0.5547 0.3045 0.4355  0.00
O -1.9242 0.0606 0.0199  0.00
O -0.0562 1.6488 0.6009  0.01
F -0.6012 -0.1122 1.9567  0.00
S 0.2827 -0.4182 -1.5751  0.00
O 0.2810 0.8920 -2.0583  0.00
O -0.4777 -1.3839 -2.3121  0.00
F 1.8456 -0.8463 -1.8645  0.00
C 3.2746 1.3367 -3.6860  0.00
C 4.2321 2.4560 -3.5430  0.00
N 5.0275 3.3019 -3.3920  0.00
H 3.6680 0.5425 -4.3205  0.00
H 2.3902 1.6685 -4.2299  0.00
H 3.0741 1.0516 -2.6532  0.00
C -3.8032 -0.4685 -2.4443  0.00
C -3.7953 -1.4391 -1.4118  0.00
N -3.7486 -2.1542 -0.5320  0.00
H -4.7576 -0.1212 -2.8400  0.00
H -3.3387 -0.9850 -3.2842  0.00
H -3.1715 0.3751 -2.1660  0.00
C 1.9991 2.3603 3.1225  0.00
C 2.1627 0.9405 2.7624  0.00
N 2.3226 -0.1742 2.5332  0.00
H 2.3805 2.5648 4.1229  0.00
H 0.9982 2.7004 2.8568  0.00
H 2.6448 2.8465 2.3912  0.00

Summary:
⟨S²⟩: 0.809
Relative energy (zero: lowest compared OMol25 entry of this formula, charge and spin) (kJ/mol): 797.37
DFT total energy (eV): -86902.2033
Gap between HOMO and LUMO (alpha / beta) (eV): 3.76 / 4.27
2S+1: 2
HOMO energy (alpha / beta) (Eh): -0.337 / -0.337

A 2-piece molecular cluster, C6H9BOS overall at a distorted geometry. Source: OMol25; level of theory: ωB97M-V with the def2-TZVPD basis set.

Each line ends with the natural charge from an NBO analysis.
Positions of all 18 atoms, in Å:
B 0.0236 -0.8660 -0.7773  0.99
C -0.9497 2.8018 -0.9204  -0.27
C -0.8275 1.6244 -0.2528  -0.22
C -0.6947 2.7972 -2.2590  -0.39
C -0.3838 0.6008 -1.0643  -0.62
C 0.4703 -2.1063 2.0927  -0.64
C 1.3240 -1.1094 1.4351  -0.57
O -0.2107 -2.0376 -1.3090  -0.90
S -0.2971 1.1800 -2.7785  0.42
H -1.2125 3.7925 -0.2970  0.23
H -1.2047 1.5641 0.8227  0.24
H -0.8870 3.5217 -3.0903  0.25
H 0.5080 -2.9175 1.3180  0.18
H 0.9314 -2.5415 2.9795  0.20
H -0.6329 -1.9715 2.2409  0.21
H 1.4228 -0.0432 1.5577  0.20
H 2.2542 -1.5365 1.3530  0.17
H 0.3662 -2.7530 -1.0512  0.52

Summary:
Relative energy (zero: lowest compared OMol25 entry of this formula, charge and spin) (kJ/mol): 285.97
DFT total energy (eV): -19924.1680
Gap between HOMO and LUMO (alpha / beta) (eV): 7.33 / 7.33
HOMO energy (alpha / beta) (Eh): -0.260 / -0.260

Q: What is the DFT total energy in the sixth record?
A: -19924.1680 eV

Repeat the fifth record exactly.
C6H9BF6N4O5S2V as an isolated structure at a distorted geometry. Source: OMol25; level of theory: ωB97M-V with the def2-TZVPD basis set.

Each line ends with the Löwdin spin population.
Positions of all 34 atoms, in Å:
O 0.7771 -2.5854 2.4292  -0.32
V 1.5910 -2.0848 1.1964  1.29
B -2.6137 -2.3397 3.6360  0.00
F -2.9925 -2.3495 2.2626  0.00
F -1.5795 -3.1946 3.6689  0.00
F -2.2958 -0.9682 3.7601  0.00
F -3.6693 -2.6527 4.4214  0.00
N 0.4279 -0.7731 0.1363  0.02
S -0.5547 0.3045 0.4355  0.00
O -1.9242 0.0606 0.0199  0.00
O -0.0562 1.6488 0.6009  0.01
F -0.6012 -0.1122 1.9567  0.00
S 0.2827 -0.4182 -1.5751  0.00
O 0.2810 0.8920 -2.0583  0.00
O -0.4777 -1.3839 -2.3121  0.00
F 1.8456 -0.8463 -1.8645  0.00
C 3.2746 1.3367 -3.6860  0.00
C 4.2321 2.4560 -3.5430  0.00
N 5.0275 3.3019 -3.3920  0.00
H 3.6680 0.5425 -4.3205  0.00
H 2.3902 1.6685 -4.2299  0.00
H 3.0741 1.0516 -2.6532  0.00
C -3.8032 -0.4685 -2.4443  0.00
C -3.7953 -1.4391 -1.4118  0.00
N -3.7486 -2.1542 -0.5320  0.00
H -4.7576 -0.1212 -2.8400  0.00
H -3.3387 -0.9850 -3.2842  0.00
H -3.1715 0.3751 -2.1660  0.00
C 1.9991 2.3603 3.1225  0.00
C 2.1627 0.9405 2.7624  0.00
N 2.3226 -0.1742 2.5332  0.00
H 2.3805 2.5648 4.1229  0.00
H 0.9982 2.7004 2.8568  0.00
H 2.6448 2.8465 2.3912  0.00

Summary:
⟨S²⟩: 0.809
Relative energy (zero: lowest compared OMol25 entry of this formula, charge and spin) (kJ/mol): 797.37
DFT total energy (eV): -86902.2033
Gap between HOMO and LUMO (alpha / beta) (eV): 3.76 / 4.27
2S+1: 2
HOMO energy (alpha / beta) (Eh): -0.337 / -0.337

Q: Among the records above, which one has the lowest DFT total energy?
A: C6H9BF6N4O5S2V